Record 1
Entry from the OMol25 dataset: C54H50Cl2FN6O2S2Sn as an isolated structure (the ωB97M-V functional and the def2-TZVPD basis).

Cartesian coordinates (Å):
Sn 0.99162 0.64400 -0.32269
N 1.81987 -0.13999 -4.97145
C 2.01144 0.45201 -3.74637
S 0.70813 1.37097 -3.10621
N 3.20507 0.31357 -3.24619
N 3.39786 0.71025 -1.97757
C 4.62218 0.93449 -1.65647
C 5.73849 0.87423 -2.64951
C 6.44317 2.04549 -2.92403
C 7.50182 2.04187 -3.82010
C 7.87387 0.86060 -4.44726
C 7.16763 -0.30607 -4.18897
C 6.09972 -0.29898 -3.30290
C 4.96078 1.31194 -0.26707
C 6.28350 1.22757 0.18154
C 6.58147 1.54366 1.49428
C 5.56006 1.95621 2.33139
C 4.28257 2.03824 1.80013
N 3.97718 1.72034 0.54607
H 1.09555 0.26081 -5.53942
H 2.65579 -0.44890 -5.44333
H 6.14731 2.96345 -2.42910
H 8.04209 2.95883 -4.02194
H 8.71358 0.84973 -5.13162
H 7.45801 -1.22955 -4.67579
H 5.54508 -1.20611 -3.10425
H 7.06460 0.90574 -0.49097
H 7.59894 1.47603 1.85940
H 5.73376 2.21148 3.36790
H 3.46183 2.38510 2.41306
Cl 0.72645 5.93301 -0.66787
C -0.67069 4.90192 -0.64068
C -1.93478 5.48663 -0.71648
C -3.06615 4.71625 -0.66248
Cl -4.63189 5.48770 -0.74672
C -2.97330 3.31676 -0.52348
C -4.07599 2.44335 -0.43797
C -3.86651 1.10233 -0.27966
C -2.54814 0.61988 -0.23445
N -1.50159 1.39674 -0.34916
C -1.68138 2.73065 -0.46906
C -0.47232 3.51691 -0.53193
O 0.66553 2.96323 -0.47311
H -2.01350 6.56074 -0.81659
H -5.07727 2.84845 -0.49795
H -4.70305 0.42174 -0.19320
H -2.34145 -0.43488 -0.09084
C 1.59731 3.16802 2.38134
C 0.76308 3.03881 3.65017
C 1.64505 2.54602 4.80726
C -0.52350 2.21179 3.57774
C -1.64675 2.84772 4.11049
C -2.84324 2.19077 4.32939
C -2.91797 0.83841 4.04756
C -1.84221 0.15572 3.49617
C -1.99428 -1.35107 3.29058
C -3.39054 -1.77921 2.80264
C -1.73250 -2.10966 4.60159
C -0.62607 0.84943 3.18903
N 0.37188 0.18378 2.45732
C 1.07668 -0.80536 3.05416
C 1.30992 -0.91260 4.45360
C 2.14189 -1.87079 5.00756
C 2.76626 -2.82593 4.21532
C 2.52676 -2.79355 2.84410
C 1.72030 -1.82113 2.30954
F 1.51484 -1.85174 0.96087
H 2.55077 3.65360 2.61343
H 1.08950 3.77040 1.63286
H 1.80232 2.19425 1.94350
H 0.44509 4.05134 3.91475
H 2.06155 1.56469 4.58317
H 1.06770 2.47773 5.73269
H 2.47502 3.24176 4.96302
H -1.56296 3.89203 4.39336
H -3.68990 2.71987 4.75131
H -3.83695 0.30308 4.26625
H -1.25343 -1.66403 2.55223
H -4.07531 -1.90669 3.64495
H -3.32872 -2.73961 2.28435
H -3.82842 -1.04489 2.13321
H -2.41550 -1.74905 5.37613
H -0.71449 -1.96996 4.94630
H -1.89988 -3.18223 4.46120
H 0.81903 -0.19346 5.09600
H 2.30189 -1.87414 6.08073
H 3.41174 -3.57980 4.64683
H 2.95986 -3.53324 2.18100
O 0.35641 -1.69764 -1.82750
S -0.77567 -2.40951 -2.48758
C -1.98666 -1.12876 -2.94572
C -3.16040 -1.60379 -3.74749
C -4.45430 -1.25494 -3.36968
C -5.54382 -1.62664 -4.14318
C -5.35654 -2.36321 -5.30426
C -4.07091 -2.72208 -5.68600
C -2.98206 -2.34411 -4.91604
C -1.65831 -3.17342 -1.06733
C -2.94412 -3.84936 -1.42568
C -2.94417 -4.94474 -2.28896
C -4.12973 -5.58129 -2.61907
C -5.33236 -5.13532 -2.08677
C -5.34006 -4.05061 -1.22235
C -4.15323 -3.41067 -0.89745
H -1.36195 -0.43341 -3.51284
H -2.27844 -0.61403 -2.03191
H -4.60181 -0.67001 -2.46796
H -6.54180 -1.32842 -3.84363
H -6.20672 -2.64809 -5.91155
H -3.91810 -3.28932 -6.59660
H -1.97525 -2.61086 -5.21958
H -1.77543 -2.37618 -0.33282
H -0.91998 -3.88205 -0.68776
H -2.00214 -5.29436 -2.69749
H -4.11819 -6.43180 -3.28984
H -6.25905 -5.63487 -2.34075
H -6.27535 -3.70185 -0.80119
H -4.16267 -2.56812 -0.21363

Orbital gap: 6.13 eV
E: -4597.78268 a.u.
Total charge: -1

These are the Löwdin partial charges, in e, on atoms 1 to 99:
1 Sn 1.3676
2 N 0.0508
3 C -0.8951
4 S 0.5619
5 N -0.0259
6 N 0.0124
7 C -0.1979
8 C -0.1992
9 C -0.0395
10 C -0.0909
11 C -0.1077
12 C -0.0914
13 C -0.0380
14 C -0.2116
15 C -0.0182
16 C -0.0724
17 C -0.0547
18 C -0.1293
19 N 0.1317
20 H 0.0607
21 H 0.0829
22 H 0.1227
23 H 0.0966
24 H 0.0930
25 H 0.0958
26 H 0.1129
27 H 0.1090
28 H 0.1018
29 H 0.1002
30 H 0.0447
31 Cl 0.6758
32 C -0.5807
33 C -0.1366
34 C -0.6185
35 Cl 0.6433
36 C -0.1691
37 C -0.0155
38 C -0.0513
39 C -0.1589
40 N 0.0565
41 C -0.1345
42 C -0.4478
43 O -0.2960
44 H 0.1005
45 H 0.0888
46 H 0.1003
47 H 0.0903
48 C -0.0860
49 C -0.3422
50 C -0.0606
51 C -0.1241
52 C -0.0633
53 C -0.1035
54 C -0.0677
55 C -0.1337
56 C -0.3525
57 C -0.0875
58 C -0.0551
59 C -0.1950
60 N -0.0010
61 C -0.2888
62 C -0.0788
63 C -0.1258
64 C -0.1351
65 C -0.0457
66 C -0.2389
67 F -0.0643
68 H 0.0751
69 H 0.0658
70 H 0.0152
71 H 0.1180
72 H 0.0600
73 H 0.0807
74 H 0.0742
75 H 0.1019
76 H 0.0900
77 H 0.1028
78 H 0.1171
79 H 0.0709
80 H 0.0683
81 H 0.0567
82 H 0.0808
83 H 0.0490
84 H 0.0799
85 H 0.1032
86 H 0.0939
87 H 0.0821
88 H 0.1085
89 O -0.6352
90 S 0.9402
91 C -0.2757
92 C -0.2611
93 C -0.0431
94 C -0.0825
95 C -0.0982
96 C -0.0866
97 C -0.0500
98 C -0.2583
99 C -0.2761



Record 2
Entry from the OMol25 dataset: C54H50F4N5O3P2Pd as an isolated structure (the ωB97M-V functional and the def2-TZVPD basis).

Cartesian coordinates (Å):
Pd 0.12293 1.46791 -0.62573
C -1.12915 -0.78531 6.70266
C -2.29499 -0.89755 5.73422
N -1.86886 -0.82426 4.33477
C -1.71873 0.40545 3.76315
C -1.45385 0.65111 2.45961
C -1.06818 2.09828 2.12689
O -1.62370 2.97556 2.76657
O -0.07776 2.23464 1.32440
C -1.47982 -0.46523 1.53624
O -1.46545 -0.38044 0.31409
C -1.50113 -1.80790 2.18913
C -1.31415 -2.93367 1.39602
C -1.19984 -4.16720 1.97071
F -1.03916 -5.25624 1.18088
C -1.24810 -4.33040 3.36161
C -1.48832 -3.22302 4.14564
C -1.64558 -1.94851 3.57231
N -1.02907 -5.59085 3.99768
C -2.17305 -6.25106 4.60919
C -1.67632 -6.97695 5.87761
N -0.17781 -7.04969 5.77625
C 0.22585 -7.61404 4.44510
C -0.14722 -6.56679 3.37111
H -1.48175 -0.83733 7.73334
H -0.61094 0.16482 6.57349
H -0.40283 -1.58464 6.54360
H -3.01187 -0.09371 5.89514
H -2.84338 -1.82823 5.87502
H -1.80937 1.25100 4.43582
H -1.28191 -2.81446 0.31953
H -1.49957 -3.34329 5.22133
H -2.62965 -6.97123 3.91886
H -2.93066 -5.51849 4.87256
H -2.05240 -7.99460 5.95344
H -1.90666 -6.43892 6.79493
H 0.23821 -7.54869 6.56008
H 0.14389 -6.07615 5.77813
H -0.32160 -8.54612 4.32251
H 1.29059 -7.83100 4.47361
H -0.61252 -7.08709 2.53141
H 0.74247 -6.05714 3.00535
C 1.82236 2.91840 -4.61764
N 1.06050 2.63008 -3.40943
P 0.84309 1.07548 -2.77474
C -0.30842 0.24532 -3.90266
C -0.96504 0.95298 -4.89828
C -1.86694 0.31033 -5.73794
C -2.11776 -1.04242 -5.58332
C -1.46449 -1.75907 -4.58625
C -0.56424 -1.11788 -3.75382
C 2.44048 0.27721 -3.08603
C 2.71074 -0.39829 -4.27449
C 3.95832 -0.96902 -4.48406
C 4.94162 -0.87505 -3.50939
C 4.68015 -0.20637 -2.32083
C 3.43316 0.36253 -2.11006
P 0.15128 3.65336 -2.35390
C 1.39559 4.19316 -1.13957
C 2.72189 3.78629 -1.19876
C 3.62648 4.18376 -0.22303
C 3.20389 5.00359 0.81561
C 1.88139 5.42756 0.86749
C 0.98150 5.02596 -0.10607
C -0.21828 5.18816 -3.23330
C 0.83625 6.04003 -3.57564
C 0.58663 7.26188 -4.17832
C -0.72185 7.65474 -4.42926
C -1.77442 6.82764 -4.07000
C -1.52652 5.59905 -3.47262
H 2.90089 2.82774 -4.45591
H 1.60589 3.93171 -4.95247
H 1.53890 2.23601 -5.42224
H -0.77973 2.01282 -5.01106
H -2.37668 0.87381 -6.50855
H -2.82150 -1.54133 -6.23657
H -1.66196 -2.81557 -4.45912
H -0.05351 -1.69121 -2.98770
H 1.94635 -0.48342 -5.03741
H 4.16150 -1.48918 -5.41100
H 5.91309 -1.32188 -3.67696
H 5.44494 -0.12760 -1.55879
H 3.23146 0.89058 -1.18787
H 3.05662 3.16991 -2.02467
H 4.65999 3.86464 -0.28092
H 3.90327 5.31464 1.58119
H 1.54283 6.05697 1.67988
H -0.05826 5.32351 -0.03944
H 1.85884 5.75742 -3.35479
H 1.41059 7.91421 -4.43602
H -0.91974 8.61354 -4.89087
H -2.79627 7.13771 -4.24501
H -2.35612 4.97458 -3.16888
F 3.09438 -3.41010 3.42075
C 3.58584 -3.19973 2.17745
F 3.48474 -4.36702 1.52232
F 4.88426 -2.91719 2.31046
C 2.82895 -2.08728 1.48971
C 1.99701 -2.35835 0.42115
C 1.28950 -1.30044 -0.12915
N 1.39713 -0.05671 0.32801
C 2.20629 0.20182 1.35135
C 2.95230 -0.79355 1.96583
H 1.87742 -3.35877 0.03122
H 0.58902 -1.45130 -0.93896
H 2.22622 1.23125 1.69025
H 3.59694 -0.55555 2.80072
C -1.01469 2.76460 -1.63978
C -2.43368 2.49531 -1.85341
C -3.09393 2.74217 -3.06682
C -4.45894 2.53970 -3.22032
C -5.21814 2.03547 -2.17658
C -4.57848 1.74330 -0.97664
C -3.22412 1.97365 -0.81846
H -2.52387 3.08821 -3.91972
H -4.92528 2.76245 -4.17318
H -6.28170 1.87381 -2.29199
H -5.14822 1.34716 -0.14401
H -2.75630 1.76949 0.13303

Orbital gap: 4.25 eV
E: -3797.12387 a.u.
Total charge: +1

These are the Löwdin partial charges, in e, on atoms 1 to 99:
1 Pd 0.7698
2 C -0.0651
3 C -0.1903
4 N -0.0412
5 C 0.0287
6 C -0.0227
7 C -0.6247
8 O 0.0509
9 O -0.1368
10 C -0.3157
11 O 0.0034
12 C -0.0378
13 C 0.0719
14 C -0.1942
15 F 0.0610
16 C -0.1592
17 C 0.0600
18 C -0.1281
19 N -0.1219
20 C -0.1135
21 C -0.0693
22 N 0.0418
23 C -0.0631
24 C -0.1262
25 H 0.0801
26 H 0.0817
27 H 0.0683
28 H 0.1289
29 H 0.1117
30 H 0.1492
31 H 0.1385
32 H 0.1121
33 H 0.1377
34 H 0.1344
35 H 0.1343
36 H 0.1343
37 H 0.1863
38 H 0.1797
39 H 0.1353
40 H 0.1364
41 H 0.1269
42 H 0.1361
43 C -0.1166
44 N -0.4187
45 P 0.9438
46 C -0.3282
47 C -0.0918
48 C -0.0629
49 C -0.0735
50 C -0.0743
51 C -0.0936
52 C -0.3280
53 C -0.0783
54 C -0.0689
55 C -0.0755
56 C -0.0694
57 C -0.1097
58 P 0.8067
59 C -0.3167
60 C -0.1076
61 C -0.0853
62 C -0.0836
63 C -0.0650
64 C -0.0710
65 C -0.2662
66 C -0.0942
67 C -0.0730
68 C -0.0762
69 C -0.0668
70 C -0.0602
71 H 0.0806
72 H 0.0714
73 H 0.0759
74 H 0.0946
75 H 0.1100
76 H 0.1056
77 H 0.1037
78 H 0.0914
79 H 0.1084
80 H 0.1076
81 H 0.1062
82 H 0.1066
83 H 0.0786
84 H 0.0805
85 H 0.1003
86 H 0.1008
87 H 0.1085
88 H 0.1212
89 H 0.1075
90 H 0.1063
91 H 0.1058
92 H 0.1081
93 H 0.0859
94 F 0.1270
95 C -0.5834
96 F 0.1358
97 F 0.1617
98 C -0.1065
99 C 0.0269